1.
{
  "formula": "C22H24F4N6O2PbS",
  "method": "ωB97M-V/def2-TZVPD",
  "total_energy_ev": -63176.290,
  "homo_energy_ev": -12.518,
  "charge": 2,
  "orbital_gap_ev": 4.6146,
  "species": ["Pb", "S", "F", "F", "F", "F", "O", "O", "N", "N", "N", "N", "N", "N", "C", "C", "C", "C", "C", "C", "C", "C", "C", "C", "C", "C", "C", "C", "C", "C", "C", "C", "C", "C", "C", "C", "H", "H", "H", "H", "H", "H", "H", "H", "H", "H", "H", "H", "H", "H", "H", "H", "H", "H", "H", "H", "H", "H", "H", "H"],
  "positions_angstrom": [[-0.65812, -0.37615, -2.16639], [0.47871, -0.05071, 1.45197], [2.01538, 5.81908, -1.97233], [1.85194, 0.42418, -1.68579], [4.20556, 1.66196, -1.82123], [-0.32944, 4.63113, -1.89335], [-0.62210, -0.02541, 2.36012], [1.20186, 1.11679, 1.10473], [-0.19841, -3.30717, -0.20279], [5.09820, -0.31608, 4.27070], [1.04925, -2.53130, 1.64348], [0.12469, -1.01693, 0.15979], [-0.52315, 1.74914, -1.65174], [-2.91102, 0.23881, -1.50422], [1.69305, -1.19742, 3.63883], [4.02859, -0.59396, 3.60308], [0.29235, -2.29094, 0.51207], [-3.60631, -2.18594, -1.48306], [0.77116, 3.85973, -1.84299], [-1.75198, 2.41226, -1.20060], [3.19041, 3.79323, -1.91363], [1.20560, -3.79619, 2.13035], [0.65254, -4.83234, 1.46075], [1.87804, 1.80004, -1.79056], [4.07866, -0.67237, 2.15501], [-0.01663, -4.53027, 0.25273], [-3.68627, -0.82328, -0.81076], [-3.55854, 0.66982, -2.77708], [2.77732, -0.82745, 4.30977], [1.69984, -1.32133, 2.16283], [2.00163, 4.48921, -1.90522], [-4.82676, 1.49989, -2.62826], [-2.68272, 1.38471, -0.59242], [0.65383, 2.47061, -1.76867], [2.99846, -1.04451, 1.47795], [3.09888, 2.42267, -1.85100], [-0.41752, -5.32856, -0.36524], [5.08783, -0.24784, 5.28139], [-1.53730, 3.14274, -0.41963], [-3.97514, -2.17129, -2.50938], [-2.23258, 0.98384, 0.31702], [1.78774, -3.90796, 3.03535], [-5.55195, 1.04018, -1.95324], [3.01960, -1.09706, 0.39221], [-2.58391, -2.57358, -1.48539], [0.74687, -5.84396, 1.82698], [-3.28735, -0.89451, 0.20193], [-4.62064, 2.51174, -2.27802], [2.74024, -0.68929, 5.38510], [-4.22560, -2.89497, -0.93282], [-2.81986, 1.23932, -3.34972], [-3.62908, 1.85541, -0.31478], [-2.24814, 2.95447, -2.00902], [5.98049, -0.14148, 3.80425], [4.14489, 4.29797, -1.96890], [0.74885, -1.35935, 4.15094], [-5.30205, 1.58008, -3.60757], [4.99850, -0.41951, 1.63736], [-4.72672, -0.50786, -0.72051], [-3.77163, -0.23203, -3.35040]],
  "forces_ev_per_a": [[-0.10, 0.17, -0.36], [-0.07, -0.65, -0.02], [0.00, -0.07, -0.01], [0.11, 0.19, -0.09], [-0.04, 0.01, 0.02], [0.07, -0.08, 0.01], [0.02, 0.14, -0.09], [-0.05, 0.15, -0.14], [-0.04, -0.15, 0.03], [0.44, 0.19, 0.29], [0.07, 0.03, -0.01], [0.04, -0.04, 0.65], [-0.02, -0.09, 0.01], [-0.03, 0.00, 0.18], [-0.31, -0.19, -0.23], [-0.50, -0.10, -0.30], [0.06, 0.23, 0.02], [-0.01, 0.09, -0.04], [-0.24, 0.18, -0.09], [0.20, 0.01, -0.02], [0.16, 0.09, 0.03], [0.12, 0.27, 0.01], [-0.10, -0.11, -0.12], [-0.05, -0.30, 0.10], [0.25, 0.10, 0.20], [-0.03, 0.13, -0.08], [0.08, -0.07, -0.08], [0.00, -0.04, -0.04], [0.36, 0.13, 0.15], [-0.11, 0.08, -0.15], [-0.01, 0.22, -0.01], [-0.06, 0.00, -0.03], [0.01, -0.02, -0.06], [-0.16, -0.17, 0.12], [-0.30, -0.22, -0.03], [0.12, -0.16, 0.00], [0.02, 0.03, 0.06], [0.05, 0.01, -0.03], [0.05, 0.04, 0.00], [0.01, -0.01, 0.04], [-0.01, -0.02, 0.06], [0.00, 0.06, 0.01], [0.06, 0.02, -0.07], [-0.05, -0.04, 0.09], [-0.02, -0.01, 0.00], [-0.01, 0.03, -0.06], [0.00, 0.02, 0.03], [-0.02, -0.05, -0.01], [0.08, -0.02, -0.06], [0.02, 0.02, -0.01], [-0.01, 0.00, -0.01], [-0.02, -0.03, 0.01], [0.00, 0.03, -0.02], [-0.01, 0.01, 0.06], [-0.06, 0.00, -0.02], [0.07, -0.04, -0.08], [0.03, 0.03, 0.08], [-0.03, -0.05, 0.10], [-0.04, 0.03, 0.04], [0.02, -0.01, 0.01]],
  "lowdin_charge": [1.4383, 0.6731, 0.1248, -0.0656, 0.0926, 0.1011, -0.2290, -0.2110, 0.1651, 0.2712, 0.0555, -0.1424, -0.1749, -0.3160, 0.0226, -0.1974, -0.3995, -0.0796, -0.1352, -0.2164, 0.0846, 0.0256, 0.0116, -0.1728, 0.0430, -0.0283, -0.2321, -0.2540, 0.0460, -0.3616, -0.2039, -0.0523, -0.1881, -0.1984, 0.0429, -0.2196, 0.1396, 0.1625, 0.1363, 0.0781, 0.1027, 0.1544, 0.0817, 0.1476, 0.0258, 0.1300, 0.1185, 0.0795, 0.1438, 0.0911, 0.1034, 0.1368, 0.1160, 0.1630, 0.1468, 0.1509, 0.0950, 0.1449, 0.1219, 0.1100]
}

=====

2.
{
  "formula": "C22H24N2O2PPtS",
  "method": "ωB97M-V/def2-TZVPD",
  "total_energy_ev": -53651.747,
  "homo_energy_ev": [-3.651, -3.857],
  "charge": -1,
  "orbital_gap_ev": [6.3318, 6.4671],
  "species": ["Pt", "S", "P", "O", "O", "N", "N", "C", "C", "C", "C", "C", "C", "C", "C", "C", "C", "C", "C", "C", "C", "C", "C", "C", "C", "C", "C", "C", "C", "H", "H", "H", "H", "H", "H", "H", "H", "H", "H", "H", "H", "H", "H", "H", "H", "H", "H", "H", "H", "H", "H", "H", "H"],
  "positions_angstrom": [[0.41787, -0.11591, -0.41518], [0.89220, 0.33442, -2.75152], [-1.36829, -0.74392, 1.26352], [-1.17046, -3.74169, -2.16396], [-0.87964, -1.72626, -1.35071], [2.04436, -0.69911, 1.00361], [1.18346, 1.88698, 0.48189], [2.02423, 1.67298, 1.42915], [1.86574, -3.56584, -4.87077], [-0.74689, -2.11674, 2.31328], [0.90333, -3.58724, -3.88273], [2.17897, -1.23411, -4.45092], [2.50969, -2.36935, -5.15574], [0.77516, 3.22556, 0.15560], [2.69037, -1.77057, 1.44950], [-0.70223, 3.39170, 0.40287], [-2.98944, -1.46011, 0.76846], [-1.91648, 0.40513, 2.61029], [-0.57309, -2.66000, -2.15079], [-3.42751, 3.67692, 0.91066], [2.48764, 0.37446, 1.72867], [3.44011, -0.05960, 2.66742], [0.54346, -2.45115, -3.16156], [-1.62787, 2.60255, -0.27062], [-2.51045, 4.46052, 1.58775], [-1.15736, 4.31691, 1.33176], [1.20112, -1.24326, -3.44728], [3.57117, -1.42623, 2.48041], [-2.98036, 2.74998, -0.01794], [4.23047, -2.09450, 3.00604], [-2.80029, -2.21304, 0.00568], [0.98577, 3.39260, -0.90876], [2.50796, -2.74939, 1.04029], [-1.52219, -2.44817, 3.00503], [-1.03051, 0.79489, 3.10781], [0.36914, -4.49597, -3.63967], [-4.48526, 3.77887, 1.11311], [-3.49109, -1.91040, 1.62652], [-2.55214, -0.09751, 3.33975], [2.66906, -0.29525, -4.66996], [3.25994, -2.32423, -5.93581], [3.96152, 0.56125, 3.37467], [1.33528, 3.97277, 0.74575], [-0.44813, -2.94170, 1.67030], [-2.84981, 5.17955, 2.32108], [2.44071, 2.50677, 2.01102], [-0.44850, 4.93506, 1.86443], [0.12137, -1.77022, 2.87033], [-3.69244, 2.13194, -0.54461], [-3.61867, -0.68212, 0.34153], [-2.45476, 1.24058, 2.16951], [-1.27868, 1.86721, -0.98961], [2.11243, -4.46599, -5.41957]],
  "forces_ev_per_a": [[-2.34, -0.27, -1.49], [-0.01, 0.47, 1.17], [0.31, 0.11, 0.78], [0.02, 0.21, -0.05], [0.54, 1.38, 1.21], [0.17, 0.11, -0.01], [0.00, -1.27, -0.10], [0.18, 0.23, -0.03], [0.10, -0.06, -0.07], [-0.01, 0.21, -0.24], [-0.08, -0.16, 0.02], [0.00, -0.01, -0.08], [-0.02, -0.11, -0.15], [-0.19, 0.14, -0.25], [-0.04, 0.01, 0.02], [-0.02, 0.21, 0.12], [0.39, 0.17, -0.34], [0.27, -0.09, -0.44], [0.24, -0.73, -0.48], [-0.09, -0.01, 0.06], [0.25, -0.61, 0.34], [-0.04, 0.35, 0.00], [0.17, -0.02, 0.00], [0.03, 0.04, -0.24], [-0.15, 0.07, 0.09], [0.05, -0.02, -0.01], [0.00, -0.04, 0.02], [0.21, -0.14, 0.24], [-0.05, -0.06, -0.06], [0.06, -0.09, 0.10], [-0.02, -0.01, -0.05], [0.02, 0.04, 0.12], [-0.05, -0.11, -0.14], [-0.04, -0.03, 0.01], [0.07, 0.05, 0.07], [0.02, -0.01, -0.02], [-0.05, 0.02, -0.01], [0.07, 0.09, 0.09], [-0.02, -0.09, -0.01], [0.05, 0.03, 0.03], [0.05, 0.02, 0.00], [0.11, 0.09, 0.11], [-0.08, -0.21, -0.15], [0.05, -0.08, -0.02], [0.00, 0.05, 0.03], [-0.12, -0.04, -0.15], [0.13, 0.04, 0.06], [0.11, -0.02, -0.01], [-0.06, -0.08, -0.09], [-0.07, 0.06, -0.06], [-0.05, 0.11, 0.01], [-0.06, 0.05, 0.00], [0.00, -0.04, 0.02]],
  "lowdin_charge": [0.7563, 0.5175, 0.7698, -0.0017, -0.2421, -0.1047, -0.0833, -0.1194, -0.1082, -0.2733, -0.0463, -0.1617, -0.1144, -0.1863, -0.2033, -0.2147, -0.2528, -0.2591, -0.6279, -0.1123, -0.3630, -0.0874, -0.1489, -0.0675, -0.1020, -0.0527, -0.6240, -0.1298, -0.0984, 0.0729, 0.0289, 0.1241, 0.0975, 0.0353, 0.0361, 0.1068, 0.0959, 0.0398, 0.0368, 0.0784, 0.0912, 0.0825, 0.1134, 0.0440, 0.0947, 0.1296, 0.1028, 0.0301, 0.1031, 0.0330, 0.0090, 0.0682, 0.0880]
}